Entry 1:
Computed, not measured: C52H57ClCrN2P2SiTe as an isolated structure, with ωB97M-V with the def2-TZVPD basis set.

Output
- total energy (eV) = -132516.4997
- 2S+1 = 5
- net charge = -2
- frontier orbital gap (alpha / beta) (eV) = 3.24 / 3.24
- E_HOMO (alpha / beta) (eV) = -0.21 / -0.21

Geometry as XYZ:
```
117
Properties=species:S:1:pos:R:3:forces:R:3:mulliken_spin:R:1
Cr 0.09047 1.94070 -0.29666 0.6 -0.9 -1.3 3.790
Te 3.65912 2.27248 3.83371 -0.3 0.6 -0.7 0.002
C 4.20828 0.35566 4.53700 -0.4 -0.3 0.0 0.002
C 3.21398 -0.23493 5.34539 1.1 0.7 -0.6 -0.001
C 3.53934 -1.50733 5.80079 0.3 0.6 0.6 0.000
N 4.73093 -2.04383 5.67427 1.5 -0.8 -0.6 0.000
C 5.69940 -1.43533 4.94848 -0.4 -0.7 0.8 0.000
C 5.47284 -0.27709 4.29522 -1.7 2.4 0.2 -0.001
C 2.29135 1.97844 2.22793 0.7 1.3 -0.4 0.016
P 0.94106 0.99815 1.83846 -1.0 0.0 -0.1 0.030
C 1.50661 -0.65582 1.49930 0.5 -1.0 -0.8 -0.180
C 2.81374 -1.11364 1.81148 -0.9 1.8 0.2 -0.010
C 3.25414 -2.35371 1.45790 1.2 -0.1 1.6 0.006
C 2.37253 -3.20993 0.84072 0.8 0.5 0.3 -0.004
C 1.14756 -2.76907 0.49552 -2.5 0.1 -1.9 0.024
C 0.68404 -1.44568 0.69737 0.6 -0.9 0.9 0.180
C -0.27202 0.81528 3.12731 0.0 -1.7 0.1 0.048
C -0.46590 1.90126 3.94980 0.9 0.8 -0.7 0.012
C -1.31227 1.75112 4.99753 -0.7 0.3 2.3 0.003
C -2.08426 0.60714 5.18671 -0.5 0.0 0.5 0.002
C -1.96898 -0.44008 4.30282 0.7 0.2 -0.2 0.002
C -0.99444 -0.39154 3.30883 0.0 1.1 0.5 0.011
P 2.34095 2.71537 0.62517 0.0 -0.5 -0.4 0.163
C 2.01208 4.47799 0.38946 0.5 -0.4 -0.3 -0.205
C 1.55700 5.24138 1.43141 0.4 0.9 1.7 0.049
C 1.17070 6.56392 1.19665 -0.4 -0.1 0.9 0.003
C 1.24365 7.08503 -0.08388 -0.6 -0.5 1.5 0.008
C 1.50678 6.23224 -1.12853 0.9 1.5 -2.6 -0.012
C 1.94664 4.97356 -0.94830 0.3 -2.5 2.0 0.115
C 3.79397 2.30811 -0.34284 1.6 0.3 -0.2 -0.084
C 3.97488 0.97132 -0.75147 1.0 1.0 -1.0 0.035
C 4.99123 0.64310 -1.66467 -0.9 0.7 1.2 0.001
C 5.95580 1.56079 -1.95248 1.5 1.2 0.4 0.010
C 5.92958 2.83552 -1.37567 0.2 1.1 -0.6 -0.005
C 4.78775 3.26554 -0.69881 -0.2 -0.7 -0.1 0.016
H 2.33759 0.37216 5.67636 0.6 -1.0 -0.6 0.000
H 2.90805 -2.05693 6.45875 -0.8 -0.3 0.2 0.000
H 6.71906 -1.81805 4.93387 -0.3 -0.6 0.2 0.000
H 6.25395 0.30533 3.80269 -0.3 -0.4 -0.2 0.000
H 3.44633 -0.36100 2.29081 0.0 -0.6 -0.1 0.001
H 4.22165 -2.66640 1.89290 -0.4 0.0 -0.8 0.000
H 2.66310 -4.17500 0.55951 0.4 -1.4 -0.2 0.000
H 0.56635 -3.50313 -0.08677 -0.1 0.7 0.3 0.000
H -0.27899 -1.03582 0.34240 0.5 -0.6 0.1 -0.002
H 0.10431 2.84704 3.75859 -0.4 -1.1 0.4 -0.006
H -1.23749 2.45808 5.82028 -0.5 0.3 -0.2 0.000
H -2.77834 0.42855 6.03768 0.7 0.7 -0.5 0.000
H -2.57355 -1.28812 4.52038 -0.2 -0.8 -0.3 0.000
H -0.77965 -1.24595 2.69469 -0.1 -0.2 -0.1 0.003
H 1.64149 4.94938 2.52112 -0.3 -0.2 -1.5 0.000
H 0.75050 7.09405 2.08135 0.6 0.1 -1.0 0.000
H 1.06481 8.11503 -0.21979 -0.4 1.0 -0.4 0.001
H 1.52974 6.64279 -2.15947 -0.2 -0.2 0.7 -0.001
H 2.18499 4.20358 -1.69216 -0.1 0.9 -0.2 0.007
H 3.35044 0.16823 -0.46553 -1.0 -0.4 0.4 -0.008
H 5.00824 -0.31086 -2.10829 0.1 -1.1 -0.3 -0.001
H 6.84312 1.33439 -2.52980 -0.2 -0.3 -0.3 0.002
H 6.78569 3.55528 -1.56673 -1.2 -0.9 0.2 -0.001
H 4.63080 4.33362 -0.50332 0.2 -0.5 0.3 0.000
Cl -5.09261 -8.81495 -3.66557 0.9 -0.7 -0.8 0.000
C -5.56352 -8.19835 -2.12445 -1.1 0.0 0.0 0.000
C -6.89575 -7.79396 -2.09259 0.0 0.5 1.9 0.000
C -7.39067 -7.11507 -0.96641 0.1 0.3 -1.0 0.000
C -6.59203 -6.83695 0.16583 3.1 -0.9 -0.2 0.000
C -6.83972 -6.07691 1.25206 -0.9 0.6 1.0 0.000
C -5.20455 -7.35916 0.07515 -0.5 -0.7 -0.7 0.000
C -4.70066 -7.99926 -1.03257 -0.8 0.6 -0.2 0.000
H -7.58252 -8.10474 -2.86648 0.1 0.4 -0.4 0.000
H -8.29603 -6.52917 -0.99603 -0.7 -0.5 -0.3 0.000
H -7.67127 -5.42412 1.32209 -1.1 0.3 0.0 0.000
H -6.26832 -6.12632 2.15745 0.7 0.0 0.1 0.000
H -4.51240 -7.15525 0.86896 0.1 0.2 0.4 0.000
H -3.64694 -8.22484 -1.12627 0.1 -0.2 0.1 0.000
C -3.23992 3.24759 -1.24798 -1.1 0.1 0.2 0.003
Si -2.14903 2.61341 0.16169 0.2 -0.2 0.6 -0.215
C -2.86630 0.91583 0.60412 0.1 -1.1 -0.4 0.185
C -2.36198 3.72506 1.74559 -0.5 0.7 0.1 -0.019
H -3.19655 4.36482 -1.34655 -0.3 -0.9 0.0 0.002
H -4.27549 2.86179 -0.93873 1.0 0.9 -0.7 -0.003
H -2.97234 2.78076 -2.22230 -0.1 0.2 0.7 0.001
H -3.80108 0.90704 1.14785 -0.6 0.2 0.1 0.007
H -2.17258 0.42624 1.29270 0.0 0.0 0.0 -0.077
H -2.96462 0.18669 -0.25021 0.1 0.9 0.5 -0.003
H -2.44704 4.81573 1.45888 0.1 -1.0 0.3 0.002
H -1.56985 3.64709 2.52565 -0.4 0.0 -0.9 0.004
H -3.29432 3.43996 2.27289 0.2 0.2 -0.2 -0.004
C 1.53187 -3.22548 -3.03123 0.2 0.6 0.4 -0.001
C 0.39681 -2.26743 -2.76103 -0.1 0.1 0.2 0.030
C -0.88602 -2.77555 -2.81549 0.9 -1.2 0.2 -0.005
C -2.01543 -2.00728 -2.88758 -0.2 1.7 -0.4 0.021
C -3.36577 -2.60435 -3.20816 0.6 -1.4 0.4 -0.001
C -1.79035 -0.61781 -2.80601 -0.1 0.2 -0.4 -0.081
C -0.50043 -0.02850 -2.51549 -0.6 -2.6 -0.4 -0.091
C 0.60979 -0.92031 -2.48119 -1.0 -0.8 -0.5 -0.004
N -0.41361 1.29951 -2.31406 1.4 3.6 0.0 0.063
C 0.11335 2.12112 -3.51708 -2.0 1.3 2.2 0.106
C -0.17470 3.65849 -3.12268 -0.1 -3.0 -0.4 0.063
C -0.80848 1.83700 -4.69696 -0.8 0.6 -1.4 -0.002
C 1.56422 1.88984 -3.78419 -0.1 0.3 -0.4 0.015
H 2.38429 -2.93879 -2.40930 0.2 -0.3 0.0 0.000
H 1.83889 -3.14191 -4.08284 -0.1 -0.1 0.2 0.000
H 1.23850 -4.25496 -2.82642 0.1 0.0 0.0 0.000
H -0.87838 -3.84704 -2.70834 -0.7 -0.5 -0.6 -0.001
H -4.03937 -1.89132 -3.61619 -0.8 0.9 0.3 0.000
H -3.77102 -3.16874 -2.33784 0.0 0.6 -0.5 0.000
H -3.29847 -3.34118 -4.02531 0.3 0.0 0.3 0.000
H -2.62918 0.07604 -3.07832 0.8 -0.6 0.7 0.000
H 1.63126 -0.71615 -2.20517 0.2 1.0 -0.1 -0.023
H 0.12522 3.86460 -2.11846 -0.5 -0.1 0.9 -0.012
H -1.24225 3.76783 -3.33005 0.3 0.7 0.3 0.001
H 0.49364 4.26035 -3.67308 0.3 1.0 -1.3 -0.004
H -1.84205 1.81403 -4.29531 0.5 0.2 -0.2 -0.001
H -0.65282 0.82203 -5.08749 0.1 0.3 -0.2 0.002
H -0.82144 2.62110 -5.57750 0.4 -1.4 1.6 -0.001
H 2.12726 2.09910 -2.88190 0.2 -0.3 0.3 0.010
H 1.90937 2.63903 -4.51825 0.1 -0.7 -0.3 0.000
H 1.63274 0.84141 -4.09728 0.7 0.3 -0.1 0.008
```
Positions in Å, forces in eV/Å.

---

Entry 2:
Computed, not measured: a single H3NO3Si molecule, with ωB97M-V with the def2-TZVPD basis set.

Output
- total energy (eV) = -15555.0740
- 2S+1 = 1
- structure (SMILES) = O=[N+]([O-])O[SiH3]
- frontier orbital gap (eV) = 12.21
- E_HOMO (eV) = -11.83

Geometry as XYZ:
```
8
Properties=species:S:1:pos:R:3:forces:R:3:lowdin_charge:R:1
N -2.40072 0.28780 -1.56941 2.6 -0.6 -0.1 -0.440
O -2.83983 0.70943 -0.56746 -0.8 0.6 1.4 0.108
O -2.89225 0.02395 -2.59785 -0.5 -0.2 -1.0 0.160
O -0.94164 0.04610 -1.56321 -1.8 0.3 -1.2 -0.267
Si 0.00831 -0.02921 -0.20196 -0.2 0.0 0.3 0.624
H -0.57038 0.81190 0.83631 0.1 0.2 0.3 -0.061
H 0.03383 -1.43375 0.19667 0.2 -0.2 0.2 -0.065
H 1.26459 0.47524 -0.73040 0.4 0.0 0.1 -0.059
```
Positions in Å, forces in eV/Å.

---

Entry 3:
Computed, not measured: C27H33AuN2O3 as an isolated structure, with ωB97M-V with the def2-TZVPD basis set.

Output
- total energy (eV) = -41331.2203
- 2S+1 = 3
- net charge = +2
- frontier orbital gap (alpha / beta) (eV) = 6.54 / 4.88
- E_HOMO (alpha / beta) (eV) = -14.45 / -14.42

Geometry as XYZ:
```
66
Properties=species:S:1:pos:R:3:forces:R:3:mulliken_spin:R:1
Au -0.23221 0.28831 -0.06701 -0.2 -0.1 0.3 0.439
C 4.16387 5.73588 -0.87401 0.0 0.0 0.0 0.018
C 4.57918 4.45080 -0.16041 0.0 0.0 0.1 0.008
C 5.05986 4.78631 1.26149 0.0 0.0 0.0 -0.012
C 5.71562 3.79159 -0.94756 0.1 0.0 0.0 -0.010
C 3.40962 3.48896 -0.00488 0.0 0.0 0.0 0.024
C 3.62689 2.14254 0.34247 0.0 0.0 0.0 0.320
C 2.55434 1.23857 0.33396 0.0 0.1 0.0 0.058
N 1.31244 1.61722 0.16899 0.3 0.0 0.0 0.541
C 0.93060 3.01456 0.18069 -0.2 -0.1 -0.1 -0.170
C 2.10962 3.87553 -0.17392 0.0 0.0 -0.1 0.330
C -1.37574 2.97013 -0.57921 0.1 0.1 -0.1 0.022
C -2.32372 3.95676 -0.74323 0.0 -0.1 0.0 0.007
C -3.67829 3.67436 -0.54493 0.1 0.0 -0.1 -0.004
C -4.00390 2.36998 -0.16705 0.0 -0.1 0.0 0.012
C -3.01611 1.42800 -0.01693 -0.1 0.0 0.0 -0.017
N -1.72476 1.72412 -0.23855 -0.1 0.1 -0.1 0.196
C -4.71687 4.76784 -0.70805 0.0 0.0 0.0 0.003
C -6.14157 4.23353 -0.57990 0.0 0.0 0.0 0.000
C -4.47033 5.80280 0.40339 0.0 0.0 0.0 0.000
C -4.54934 5.42280 -2.08561 0.0 0.1 0.0 -0.001
H 5.04132 6.36574 -1.00681 0.0 0.0 0.0 0.000
H 3.44739 6.31925 -0.29430 -0.1 0.0 0.0 -0.003
H 3.74610 5.53835 -1.86147 0.0 0.0 -0.1 -0.004
H 5.91268 5.46146 1.20690 0.0 0.0 0.0 -0.001
H 5.37734 3.89192 1.79870 0.0 0.0 0.0 0.003
H 4.27492 5.27555 1.83946 0.0 0.0 0.0 0.002
H 6.52252 4.51141 -1.07735 0.0 0.0 0.0 0.000
H 5.38907 3.47401 -1.93780 0.0 0.0 0.0 0.003
H 6.14414 2.93453 -0.42897 0.0 0.0 0.0 0.001
H 4.61458 1.74420 0.51507 0.0 0.0 0.0 0.017
H 2.75154 0.17697 0.43104 0.0 -0.1 0.0 0.011
H 1.86090 4.87105 -0.50244 0.0 0.1 0.0 0.029
H -1.98608 4.93879 -1.03889 0.0 0.0 0.0 0.001
H -5.02624 2.07374 0.01036 0.0 0.0 0.0 0.004
H -3.23996 0.41203 0.27853 0.0 0.0 0.0 0.013
H -6.33521 3.82301 0.41151 0.0 0.0 0.0 0.000
H -6.36056 3.47055 -1.32743 0.0 0.0 0.0 0.000
H -6.84550 5.04952 -0.73269 0.0 0.0 0.0 0.000
H -4.57795 5.36045 1.39376 0.0 0.0 0.0 0.000
H -5.19773 6.60812 0.31095 0.0 0.0 0.0 0.000
H -3.47637 6.24333 0.33171 0.1 0.0 0.0 0.000
H -4.67832 4.70213 -2.89220 0.0 0.0 0.0 0.000
H -3.57782 5.90104 -2.20337 0.0 0.0 0.0 0.000
H -5.30672 6.19664 -2.20271 0.0 0.0 0.0 0.000
C -0.60226 7.63159 1.48362 0.0 0.1 0.0 0.000
O -0.72759 6.84054 2.65708 -0.1 0.0 0.1 0.001
C -0.35922 5.55999 2.62916 0.1 -0.1 0.1 -0.001
C -0.32840 4.90074 3.86207 0.0 -0.1 -0.1 0.005
C 0.07352 3.58963 3.91469 0.0 0.1 0.0 0.006
C 0.42649 2.85431 2.77040 0.0 -0.1 -0.2 -0.015
C 0.68239 1.40387 3.04542 -0.2 0.1 0.0 0.015
C 1.55838 1.06635 4.21040 0.1 -0.1 0.0 0.000
O 0.12960 0.51038 2.41805 0.2 -0.1 -0.2 0.007
C 0.41132 3.51956 1.53830 -0.1 0.3 0.2 0.012
O -0.06251 3.22018 -0.84716 0.1 0.1 0.0 0.050
C 0.02855 4.86789 1.48579 0.0 -0.1 0.1 0.069
H -0.94644 8.62366 1.75939 0.0 0.0 0.0 0.000
H -1.22816 7.24383 0.67786 0.0 0.0 0.0 0.000
H 0.43961 7.68623 1.16081 0.0 0.0 0.0 0.000
H -0.60562 5.43857 4.75687 0.0 0.0 0.0 0.000
H 0.09383 3.09903 4.87702 0.0 0.0 0.0 0.001
H 2.34133 1.80552 4.36602 0.0 0.0 0.0 0.002
H 1.97805 0.07496 4.05803 0.0 0.0 0.0 -0.001
H 0.95272 1.02531 5.11865 0.0 0.0 0.0 0.000
H 0.04490 5.38138 0.53714 0.0 0.0 0.0 0.007
```
Positions in Å, forces in eV/Å.

---

no.,strongest force on any atom (eV/A)
1,3.818
2,2.681
3,0.363